{
  "formula": "C2H12NSi2",
  "method": "ωB97M-V/def2-TZVPD",
  "elements": ["Si", "Si", "N", "C", "C", "H", "H", "H", "H", "H", "H", "H", "H", "H", "H", "H", "H"],
  "xyz": [[-2.205, -0.816, 0.641], [2.558, -0.668, 1.274], [2.020, -0.081, -0.722], [-1.644, 1.609, -0.916], [-1.816, 0.319, -0.890], [-1.368, 1.982, 0.127], [2.358, -2.054, 1.569], [-3.573, -0.526, 0.744], [-2.086, -0.034, -1.875], [1.312, -0.078, 1.716], [-1.717, 2.384, -1.624], [2.574, 0.736, -0.818], [2.284, -0.756, -1.396], [-1.494, -0.280, 1.818], [-1.983, -2.197, 0.084], [1.085, 0.273, -0.950], [3.696, 0.187, 1.218]],
  "forces_ev_per_angstrom": [[1.2713, 0.6635, -2.1771], [-2.5130, 1.3232, -1.7514], [-0.3574, -0.4749, 2.1259], [1.5182, 1.5719, 4.5925], [-0.6732, -1.8449, -0.7902], [-0.4051, 0.3386, -1.3174], [0.7030, -0.8847, -0.3331], [-1.5673, -0.0537, 0.4718], [-0.2039, -0.9130, -0.2377], [-0.0055, 0.5048, 0.6066], [-0.1130, 0.2623, -1.3405], [1.0823, 0.8529, -0.4094], [0.3483, -0.6674, -1.0616], [0.2323, -0.3895, 0.0581], [0.1480, 0.3171, 0.7527], [-0.4031, -0.5948, 0.4785], [0.9381, -0.0112, 0.3322]],
  "orbital_gap_ev": 8.748,
  "e_homo_ev": -13.29,
  "e_above_lowest_kj_mol": 253.8,
  "largest_force_ev_per_a": 5.1,
  "total_charge": 1,
  "lumo_energy_ev": -4.5
}